This record from OMol25 describes a structure of composition C23H22F4N6SV in a non-equilibrium geometry. The level of theory is wB97M-V/def2-TZVPD.

Values from the calculation:
2S+1 = 4
Kohn-Sham gap (spin up / spin down) = 6.374 / 6.652 eV
⟨S²⟩ = 3.7665

The geometry in XYZ format:
```
57
C23H22F4N6SV, DFT wB97M-V/def2-TZVPD
V -0.57 0.01 -0.37
C 2.53 0.54 1.02
N 1.75 -0.69 0.94
C 2.57 -1.75 0.36
C 1.26 -1.11 2.26
C -0.12 -1.76 2.13
N -0.99 -0.73 1.57
C -1.89 -0.17 2.43
C -2.03 1.23 2.50
F -1.21 1.98 1.73
C -2.94 1.85 3.32
F -2.99 3.19 3.34
C -3.78 1.12 4.15
C -3.66 -0.25 4.10
F -4.47 -1.01 4.87
C -2.76 -0.88 3.27
F -2.76 -2.23 3.22
H 3.43 0.41 1.65
H 2.85 0.85 0.03
H 1.92 1.34 1.44
H 3.46 -1.94 0.97
H 2.00 -2.68 0.29
H 2.90 -1.46 -0.64
H 1.98 -1.77 2.76
H 1.12 -0.22 2.87
H -0.06 -2.66 1.51
H -0.43 -2.07 3.12
H -4.49 1.61 4.80
N 0.84 3.59 -2.28
C 0.47 2.32 -2.06
S -1.21 2.01 -1.64
N 1.38 1.39 -2.22
N 0.87 0.16 -1.89
C 1.25 -0.89 -2.53
C 2.23 -0.90 -3.64
C 3.54 -0.48 -3.44
C 4.45 -0.49 -4.48
C 4.05 -0.92 -5.74
C 2.74 -1.33 -5.96
C 1.83 -1.32 -4.91
C 0.54 -2.13 -2.13
C 0.86 -3.39 -2.62
C 0.13 -4.48 -2.18
C -0.90 -4.29 -1.26
C -1.15 -3.01 -0.81
N -0.45 -1.95 -1.23
H 0.12 4.29 -2.36
H 1.73 3.76 -2.71
H 3.83 -0.12 -2.46
H 5.47 -0.17 -4.32
H 4.76 -0.93 -6.56
H 2.43 -1.65 -6.94
H 0.81 -1.63 -5.07
H 1.67 -3.50 -3.33
H 0.37 -5.47 -2.54
H -1.48 -5.12 -0.89
H -1.92 -2.81 -0.08
```

Results of the natural (NBO) charge analysis, in e, for atoms 1 through 6: 1.203, -0.413, -0.460, -0.412, -0.224, -0.215

This record from OMol25 describes a cluster of 2 separate species, C23H22FNO6S2 in total in a non-equilibrium geometry. The level of theory is wB97M-V/def2-TZVPD.

Values from the calculation:
Kohn-Sham gap = 6.237 eV

The geometry in XYZ format:
```
55
C23H22FNO6S2, DFT wB97M-V/def2-TZVPD
C 2.60 -4.69 -2.52
O 2.44 -4.36 -3.92
C 1.75 -3.08 -4.08
C 0.23 -3.32 -3.64
C -0.45 -4.67 -4.08
C -1.91 -4.97 -3.67
C -2.65 -3.93 -2.79
C -2.00 -2.57 -2.34
C -0.54 -2.28 -2.78
S 0.19 -0.65 -2.24
C -0.66 -0.38 -0.60
C 0.11 0.41 0.49
C 1.55 1.06 0.34
C 1.62 2.23 -0.80
C 2.78 1.86 -1.86
O 0.34 2.45 -1.43
C -0.63 0.57 1.87
C -2.05 -0.04 2.06
C -2.81 -0.81 0.93
S -4.50 -1.52 1.19
O -4.52 -3.02 1.29
O -5.33 -1.12 0.00
F -5.15 -0.80 2.58
C -2.09 -0.98 -0.46
N -2.84 -1.70 -1.50
H 3.28 -5.62 -2.49
H 1.64 -4.99 -1.98
H 3.11 -3.85 -1.91
H 2.20 -2.37 -3.28
H 1.87 -2.64 -5.12
H 0.16 -5.40 -4.70
H -2.39 -5.95 -4.01
H -3.72 -4.14 -2.47
H 2.39 0.30 0.15
H 1.79 1.60 1.33
H 1.93 3.24 -0.33
H 3.72 1.63 -1.25
H 2.53 0.96 -2.51
H 3.03 2.74 -2.56
H 0.52 2.45 -2.40
H -0.12 1.13 2.74
H -2.53 0.08 3.09
H -3.33 -0.98 -2.05
O 1.12 3.01 2.94
C 0.93 3.86 3.80
C 1.57 3.75 5.12
C 1.36 4.67 6.07
C 0.48 5.83 5.82
O 0.29 6.67 6.68
C -0.16 5.94 4.50
C 0.05 5.02 3.55
H 2.22 2.90 5.29
H 1.82 4.61 7.04
H -0.81 6.79 4.33
H -0.41 5.07 2.57
```

Results of the natural (NBO) charge analysis, in e, for atoms 1 through 6: -0.278, -0.548, -0.109, -0.040, -0.213, -0.222